105
Properties=species:S:1:pos:R:3 method="wB97M-V/def2-TZVPD" homo_ev=-7.3637 lumo_ha=0.015 relative_energy_kcal_mol=3.2
Y 1.06 0.28 0.93
C -1.83 6.13 0.91
C -0.89 5.05 1.46
C 0.19 4.86 0.43
C -0.44 5.53 2.80
N -1.62 3.72 1.60
C -2.95 3.60 1.35
C -3.35 2.45 1.93
N -2.22 1.84 2.44
B -2.41 0.44 3.04
N -1.11 0.09 3.97
C -1.07 0.73 5.16
C -0.02 0.23 5.83
N 0.60 -0.71 5.03
C -0.15 -0.80 3.88
S 0.07 -1.77 2.51
C 1.60 -1.66 5.48
C 0.88 -3.01 5.74
C 2.70 -1.86 4.41
C 2.32 -1.17 6.75
N -2.92 -0.57 1.98
C -3.79 -1.56 2.34
C -3.88 -2.39 1.28
N -3.05 -1.92 0.28
C -2.50 -0.75 0.67
S -1.52 0.26 -0.26
C -2.73 -2.83 -0.89
C -1.22 -3.08 -0.82
C -3.44 -4.17 -0.79
C -3.15 -2.17 -2.28
C -1.17 2.63 2.25
S 0.47 2.35 2.68
H -1.26 7.06 0.93
H -2.73 6.21 1.53
H -2.16 5.92 -0.09
H 0.59 5.83 0.11
H -0.20 4.36 -0.47
H 0.98 4.11 0.74
H 0.19 6.42 2.64
H 0.20 4.75 3.25
H -1.25 5.81 3.47
H -3.46 4.40 0.85
H -4.31 2.03 2.01
H -3.28 0.32 3.92
H -1.73 1.45 5.44
H 0.38 0.39 6.80
H 0.35 -3.11 4.81
H 0.29 -3.03 6.64
H 1.66 -3.68 5.89
H 2.30 -2.19 3.46
H 3.33 -2.73 4.76
H 3.28 -0.95 4.29
H 1.70 -1.03 7.60
H 2.84 -0.23 6.57
H 3.12 -1.86 7.01
H -4.21 -1.75 3.32
H -4.34 -3.32 1.29
H -0.98 -3.39 0.18
H -0.62 -2.28 -1.05
H -0.94 -3.94 -1.47
H -3.24 -4.76 0.11
H -3.11 -4.73 -1.63
H -4.56 -4.16 -0.93
H -2.59 -1.26 -2.52
H -4.18 -1.93 -2.38
H -2.89 -2.92 -3.04
C 0.64 -3.68 -5.55
C 1.86 -2.73 -5.55
C 1.95 -1.98 -6.90
C 3.22 -3.50 -5.50
C 1.75 -1.79 -4.34
C 1.95 -2.31 -3.05
C 1.92 -1.47 -1.94
Br 2.33 -2.18 -0.24
C 1.68 -0.10 -2.07
O 1.53 0.68 -1.01
C 1.44 0.46 -3.36
C 1.46 -0.45 -4.41
C 1.16 1.94 -3.57
C -0.19 2.35 -2.87
C 2.34 2.79 -3.07
C 1.01 2.24 -5.06
H 0.76 -4.44 -6.32
H -0.21 -3.11 -5.81
H 0.35 -4.15 -4.63
H 2.06 -2.76 -7.68
H 2.79 -1.30 -6.98
H 1.06 -1.43 -7.19
H 3.31 -4.27 -6.30
H 3.34 -4.06 -4.56
H 4.06 -2.78 -5.60
H 2.12 -3.38 -2.94
H 1.25 -0.04 -5.39
H -0.17 2.36 -1.77
H -0.88 1.54 -3.12
H -0.53 3.27 -3.26
H 2.46 2.74 -1.94
H 2.20 3.80 -3.45
H 3.30 2.44 -3.42
H 0.14 1.71 -5.44
H 1.90 1.93 -5.66
H 0.89 3.30 -5.22
Se 5.29 1.23 3.89
C 3.86 0.90 2.90
N 2.95 0.66 2.21

=====

14
Properties=species:S:1:pos:R:3 method="wB97M-V/def2-TZVPD" homo_ev=-9.9982 lumo_ha=0.013 relative_energy_kcal_mol=51.1 smiles="C=CC=O.CO"
C 1.24 0.81 -0.78
C 0.21 1.52 -0.33
C -1.13 1.35 -0.92
O -2.13 1.91 -0.52
H 1.11 0.07 -1.57
H 2.24 0.91 -0.38
H 0.30 2.23 0.49
H -1.17 0.67 -1.80
C -0.44 -1.68 0.88
O 0.97 -1.60 0.79
H -0.91 -0.69 0.92
H -0.77 -2.27 1.75
H -0.80 -2.19 -0.03
H 1.27 -1.04 1.51

=====

104
Properties=species:S:1:pos:R:3 method="wB97M-V/def2-TZVPD" homo_ev=-4.4186 total_charge=-1 lumo_ha=0.076 relative_energy_kcal_mol=36.3
Ti -1.07 -0.33 -0.50
C 0.74 -5.52 4.42
C -0.08 -4.28 4.09
N -0.30 -4.22 2.67
C -1.17 -3.33 2.07
S -2.15 -2.31 2.98
N -1.13 -3.44 0.75
N -1.79 -2.53 0.01
C -2.55 -3.07 -0.89
C -2.76 -4.55 -0.96
C -3.32 -2.14 -1.72
C -4.37 -2.52 -2.57
C -5.18 -1.54 -3.10
C -4.96 -0.20 -2.77
C -3.86 0.09 -2.00
N -3.03 -0.85 -1.54
H 0.94 -5.57 5.49
H 0.21 -6.43 4.12
H 1.70 -5.50 3.90
H -1.05 -4.31 4.58
H 0.43 -3.39 4.46
H 0.45 -4.51 2.06
H -2.94 -4.93 0.05
H -3.60 -4.82 -1.60
H -1.86 -5.04 -1.32
H -4.56 -3.56 -2.78
H -6.01 -1.81 -3.74
H -5.60 0.59 -3.13
H -3.59 1.11 -1.75
C 0.35 3.56 5.21
C 0.29 2.57 4.08
C 1.44 1.93 3.61
C 1.37 1.00 2.60
C 0.16 0.62 1.99
N 0.21 -0.40 0.99
C 1.19 -1.42 1.12
C 1.62 -1.79 2.40
C 2.61 -2.72 2.62
C 3.21 -3.40 1.56
C 4.29 -4.43 1.77
C 2.73 -3.11 0.29
C 1.74 -2.16 0.05
C 1.28 -2.01 -1.40
O 0.10 -1.32 -1.48
C 1.06 -3.39 -2.12
F 0.16 -3.27 -3.11
F 0.62 -4.35 -1.31
F 2.19 -3.86 -2.70
C 2.32 -1.21 -2.23
F 2.40 0.04 -1.79
F 1.97 -1.16 -3.53
F 3.56 -1.73 -2.18
C -0.98 1.36 2.38
C -0.88 2.27 3.43
C -2.32 1.30 1.67
O -2.27 0.45 0.61
C -3.48 0.87 2.66
F -4.36 0.08 2.04
F -3.03 0.24 3.74
F -4.16 1.94 3.12
C -2.78 2.66 1.02
F -4.06 2.54 0.61
F -2.72 3.72 1.83
F -2.07 2.95 -0.07
H 0.65 3.09 6.15
H -0.63 4.03 5.37
H 1.07 4.35 5.00
H 2.41 2.19 4.03
H 2.28 0.57 2.23
H 1.13 -1.35 3.25
H 2.91 -2.95 3.64
H 4.62 -4.44 2.81
H 5.16 -4.23 1.15
H 3.93 -5.43 1.53
H 3.15 -3.65 -0.55
H -1.78 2.79 3.75
C 3.22 7.11 -4.01
C 2.73 6.04 -3.08
C 1.57 6.21 -2.33
C 1.11 5.23 -1.47
C 1.82 4.05 -1.36
C 3.00 3.85 -2.07
C 3.44 4.85 -2.93
S 1.25 2.77 -0.26
O 0.55 3.48 0.78
O 2.43 2.02 0.09
N 0.23 1.78 -1.02
C -0.17 1.79 -2.31
C 0.18 2.60 -3.42
C -0.30 2.28 -4.66
C -1.14 1.18 -4.86
C -1.47 0.46 -3.74
N -1.05 0.78 -2.51
H 2.54 7.95 -4.04
H 3.32 6.72 -5.03
H 4.21 7.47 -3.71
H 1.01 7.14 -2.43
H 0.21 5.36 -0.89
H 3.54 2.93 -1.95
H 4.36 4.70 -3.49
H 0.84 3.44 -3.32
H -0.01 2.90 -5.51
H -1.50 0.89 -5.83
H -2.10 -0.42 -3.81

=====

162
Properties=species:S:1:pos:R:3 method="wB97M-V/def2-TZVPD" homo_ev="-5.2267 / -5.3736" total_charge=-1 lumo_ha="0.065 / 0.069" relative_energy_kcal_mol=32.0 spin_multiplicity=2
Cr 0.05 0.80 -0.91
O -2.74 3.05 0.09
S -1.71 2.16 -0.33
O -1.15 1.26 0.72
O -0.48 2.85 -0.84
O -2.06 1.19 -1.41
C 4.76 -5.54 2.52
C 4.77 -4.05 2.71
C 5.01 -3.20 1.65
C 5.00 -1.82 1.80
C 5.26 -0.92 0.63
C 4.71 -1.28 3.06
C 4.46 -2.13 4.14
C 4.07 -1.57 5.49
C 4.50 -3.50 3.95
C 4.75 0.19 3.26
C 5.94 0.77 3.68
C 6.06 2.14 3.81
C 4.99 2.95 3.47
C 3.79 2.41 3.04
C 3.64 1.01 2.98
Ge 1.96 0.18 2.22
S 2.02 1.02 0.20
S 1.70 -2.08 2.09
Ge -0.49 -1.36 1.72
S -0.49 -1.38 -0.52
S -0.07 0.36 3.22
C -1.90 -2.60 2.53
C -3.21 -2.56 2.03
C -4.17 -3.45 2.53
C -3.85 -4.38 3.49
C -2.57 -4.40 4.00
C -1.60 -3.50 3.55
C -0.33 -3.58 4.33
C 0.65 -4.53 4.02
C 0.63 -5.27 2.72
C 1.67 -4.77 4.93
C 1.75 -4.08 6.13
C 2.81 -4.40 7.16
C 0.80 -3.10 6.40
C -0.25 -2.85 5.52
C -1.29 -1.82 5.86
C -3.75 -1.60 1.03
C -4.00 -0.27 1.38
C -3.59 0.30 2.70
C -4.70 0.54 0.49
C -5.20 0.05 -0.70
C -6.04 0.91 -1.61
C -4.96 -1.28 -1.02
C -4.21 -2.10 -0.20
C -3.88 -3.51 -0.63
C 2.72 3.35 2.59
C 2.84 3.98 1.35
C 4.03 3.81 0.45
C 1.80 4.79 0.91
C 0.65 4.99 1.67
C -0.49 5.82 1.15
C 0.59 4.40 2.93
C 1.61 3.60 3.40
C 1.56 3.04 4.80
H 5.04 -5.81 1.50
H 3.76 -5.93 2.71
H 5.44 -6.03 3.22
H 5.21 -3.61 0.66
H 5.68 -1.49 -0.20
H 5.94 -0.11 0.89
H 4.33 -0.47 0.29
H 4.39 -0.53 5.59
H 4.51 -2.16 6.29
H 2.99 -1.61 5.58
H 4.32 -4.15 4.80
H 6.79 0.12 3.89
H 7.00 2.57 4.14
H 5.10 4.03 3.52
H -5.19 -3.37 2.15
H -4.61 -5.06 3.86
H -2.31 -5.11 4.78
H -0.35 -5.24 2.25
H 0.93 -6.31 2.85
H 1.34 -4.79 2.04
H 2.40 -5.53 4.71
H 3.51 -5.14 6.78
H 2.35 -4.78 8.07
H 3.36 -3.50 7.42
H 0.86 -2.54 7.32
H -1.14 -1.44 6.87
H -2.29 -2.25 5.79
H -1.22 -0.99 5.16
H -3.34 -0.48 3.42
H -4.38 0.93 3.12
H -2.71 0.94 2.56
H -4.85 1.58 0.75
H -6.02 1.95 -1.27
H -7.07 0.55 -1.61
H -5.67 0.87 -2.64
H -5.37 -1.69 -1.94
H -4.26 -3.71 -1.62
H -4.29 -4.25 0.06
H -2.79 -3.63 -0.63
H 4.84 3.27 0.94
H 4.40 4.78 0.12
H 3.75 3.24 -0.44
H 1.87 5.26 -0.07
H -0.16 6.49 0.36
H -0.93 6.41 1.96
H -1.25 5.16 0.74
H -0.28 4.57 3.54
H 0.79 3.54 5.38
H 2.52 3.17 5.30
H 1.33 1.97 4.78
C -0.56 4.91 -4.44
As -1.23 3.08 -4.02
C -3.08 3.72 -3.85
C -1.27 2.58 -5.97
C -1.78 1.19 -6.36
C -1.56 1.01 -7.87
C -0.99 0.02 -5.69
As -1.00 -0.55 -3.71
C -2.80 -1.32 -3.54
C -0.21 -2.33 -4.20
C -3.26 1.02 -5.98
As -4.79 2.09 -6.65
C -5.15 1.01 -8.28
C -4.12 3.67 -7.64
H -1.24 5.44 -5.11
H 0.43 4.89 -4.90
H -0.51 5.45 -3.49
H -3.39 4.33 -4.70
H -3.11 4.32 -2.93
H -3.78 2.91 -3.72
H -0.23 2.65 -6.30
H -1.84 3.34 -6.51
H -0.49 1.02 -8.09
H -2.02 1.81 -8.43
H -1.97 0.06 -8.20
H 0.08 0.23 -5.86
H -1.25 -0.89 -6.23
H -3.18 -1.75 -4.47
H -3.48 -0.56 -3.17
H -2.71 -2.09 -2.79
H -0.90 -2.89 -4.83
H -0.05 -2.88 -3.28
H 0.74 -2.22 -4.72
H -3.29 1.13 -4.89
H -3.55 -0.01 -6.19
H -5.47 0.01 -8.00
H -4.26 0.93 -8.91
H -5.94 1.48 -8.87
H -3.76 4.43 -6.96
H -4.96 4.08 -8.20
H -3.33 3.42 -8.35
Cl 3.31 3.93 -3.97
C 2.81 2.31 -3.64
C 3.43 1.25 -4.26
C 3.04 -0.02 -3.86
C 2.04 -0.17 -2.93
N 1.39 0.87 -2.38
C 1.79 2.10 -2.72
H 4.21 1.40 -4.99
H 3.52 -0.90 -4.28
H 1.75 -1.14 -2.54
H 1.37 2.92 -2.16

=====

19
Properties=species:S:1:pos:R:3 method="wB97M-V/def2-TZVPD" homo_ev="-14.0778 / -14.0044" total_charge=+1 lumo_ha="-0.103 / -0.278" relative_energy_kcal_mol=29.2 spin_multiplicity=2
O 1.34 -0.13 -1.14
C 0.36 -0.66 -0.63
N -0.42 -1.52 -1.30
C -1.41 -2.42 -0.67
C -0.14 -0.15 0.74
N 0.75 0.78 1.37
C 0.56 2.16 1.09
N 0.92 2.40 -0.31
H -0.17 -1.87 -2.21
H -1.48 -3.34 -1.22
H -2.41 -1.99 -0.83
H -1.27 -2.53 0.40
H -0.39 -1.03 1.32
H -1.06 0.37 0.46
H 1.70 0.41 1.38
H -0.46 2.47 1.28
H 1.16 2.80 1.73
H 1.90 2.52 -0.52
H 0.53 1.72 -0.95

=====

38
Properties=species:S:1:pos:R:3 method="wB97M-V/def2-TZVPD" homo_ev=-8.5644 lumo_ha=-0.046 relative_energy_kcal_mol=401.0
C -2.35 -0.50 0.61
C -1.87 0.36 -0.48
O -2.42 0.43 -1.45
C -0.64 1.31 -0.10
N -0.46 2.02 0.97
O -1.60 2.07 1.87
C 0.33 3.04 1.27
C 0.59 3.56 2.62
C 1.63 4.43 2.88
C 2.58 4.53 1.82
C 2.47 3.83 0.90
C 1.55 3.00 0.58
N 1.61 2.27 -0.87
C 0.37 1.44 -0.87
C 0.60 0.68 -2.21
H -0.31 1.26 -2.97
H 1.49 0.80 -2.78
O 0.02 -0.58 -2.18
C 0.50 -1.51 -1.03
O 1.07 -0.86 -0.17
C 0.10 -2.75 -1.05
C -0.78 -3.29 -2.04
C -1.15 -4.74 -1.90
C -1.05 -5.30 -0.76
C -0.08 -4.90 0.46
C 0.17 -3.55 0.10
H 0.74 -2.90 0.75
H -0.14 -5.38 1.33
H -1.32 -6.29 -0.72
H -1.62 -5.20 -2.89
Cl -0.87 -2.73 -3.57
H 3.46 3.91 -0.02
H 3.35 5.18 2.10
H 1.64 5.05 3.63
H -0.31 3.53 3.23
H -3.04 -1.31 0.38
H -2.61 -0.01 1.47
H -1.65 -0.89 1.06

=====

5
Properties=species:S:1:pos:R:3 method="wB97M-V/def2-TZVPD" homo_ev="-19.6820 / -18.9679" total_charge=+2 lumo_ha="-0.419 / -0.436" spin_multiplicity=5
H -0.87 -0.23 -1.65
Ho 0.53 -1.84 -1.01
C 0.01 0.47 0.47
F 1.11 0.97 0.95
H -0.78 0.63 1.24

=====

23
Properties=species:S:1:pos:R:3 method="wB97M-V/def2-TZVPD" homo_ev=-11.1981 lumo_ha=0.030 relative_energy_kcal_mol=0.0 smiles="COP(=O)(OC)OC.CC#N"
C -0.11 1.46 1.45
O 0.86 0.39 1.24
P 0.87 -0.05 -0.34
O 0.69 1.04 -1.27
O 2.28 -0.79 -0.49
C 3.37 0.13 -0.48
O -0.18 -1.25 -0.37
C -0.20 -2.37 0.45
H 0.31 2.12 2.37
H -1.19 1.02 1.68
H 0.01 2.20 0.68
H 3.89 0.28 0.60
H 3.18 1.05 -0.81
H 4.26 -0.34 -1.06
H -0.99 -3.04 0.29
H -0.26 -2.01 1.60
H 0.65 -3.08 0.21
C -2.78 0.87 -1.31
C -3.22 -0.14 -0.38
N -3.51 -0.68 0.59
H -3.43 1.64 -1.35
H -2.78 0.38 -2.29
H -1.70 1.17 -1.04

=====

Repeat the second record exactly.
14
Properties=species:S:1:pos:R:3 method="wB97M-V/def2-TZVPD" homo_ev=-9.9982 lumo_ha=0.013 relative_energy_kcal_mol=51.1 smiles="C=CC=O.CO"
C 1.24 0.81 -0.78
C 0.21 1.52 -0.33
C -1.13 1.35 -0.92
O -2.13 1.91 -0.52
H 1.11 0.07 -1.57
H 2.24 0.91 -0.38
H 0.30 2.23 0.49
H -1.17 0.67 -1.80
C -0.44 -1.68 0.88
O 0.97 -1.60 0.79
H -0.91 -0.69 0.92
H -0.77 -2.27 1.75
H -0.80 -2.19 -0.03
H 1.27 -1.04 1.51